Molecular formula: C49H82AsGeN2PRuSe2Si4
Method: DFT, ωB97M-V/def2-TZVPD

## Properties
Energy   -12735.37020 Ha
E_HOMO (alpha / beta)   -9.108 / -9.089 eV
ΔE to the lowest compared entry with this formula, charge and spin   2.484 eV
Total charge   +1
<S²>   1.15
Maximum force   2.4 eV/A
Spin multiplicity   2

CARTESIAN COORDINATES (ANGSTROEM)
Ru1 -0.026 0.222 0.734
Se1 -1.266 -2.233 -2.627
Se2 2.498 -0.211 1.920
As1 1.915 0.344 -1.473
Ge1 -3.938 -3.102 -4.440
P1 -1.683 2.001 1.552
Si1 0.660 -4.063 1.873
Si2 -2.836 -2.938 1.419
Si3 -0.097 -1.588 4.534
Si4 -0.592 -1.887 1.786
N1 4.610 0.979 3.488
N2 5.275 -0.785 2.408
C1 5.334 -1.898 1.505
C2 -4.312 -4.426 -5.873
C3 6.692 2.590 -1.982
C4 -3.495 2.031 1.256
C5 -3.503 -3.447 3.137
C6 3.802 2.044 4.002
C7 0.945 -4.255 -0.008
C8 3.532 -0.776 -1.634
C9 -0.826 4.507 0.544
C10 -3.885 -1.261 -5.192
C11 -4.031 -1.686 0.611
C12 6.325 -0.346 3.169
C13 -1.244 1.219 -1.197
C14 -1.234 -0.233 5.262
C15 5.911 0.749 3.844
C16 0.417 3.260 4.727
C17 -3.463 4.354 3.227
C18 -4.351 1.307 2.091
C19 5.061 1.773 -0.432
C20 -0.080 2.632 3.603
C21 -5.269 -3.154 -2.971
C22 -0.132 -5.634 2.622
C23 -3.788 0.544 3.244
C24 -1.626 4.495 4.887
C25 -6.239 2.039 0.774
C26 -0.374 4.188 5.386
C27 -0.491 -1.448 -4.231
C28 6.380 1.897 -0.824
C29 1.641 -1.050 5.124
C30 -4.027 2.732 0.175
C31 4.028 2.340 -1.173
C32 -0.521 -3.220 5.431
C33 -0.916 2.593 -0.988
C34 4.216 0.036 2.604
C35 4.362 3.070 -2.310
C36 -5.387 2.736 -0.066
C37 -5.716 1.335 1.843
C38 1.989 0.867 -3.364
C39 -1.123 3.179 0.294
C40 -0.366 3.430 -1.976
C41 2.615 2.100 -0.795
C42 5.680 3.189 -2.712
C43 -0.294 5.301 -0.460
C44 -2.865 -4.462 0.270
C45 -2.188 -3.660 -3.603
C46 2.360 -3.932 2.742
C47 -2.130 3.900 3.735
C48 -1.346 2.933 3.096
C49 -0.064 4.750 -1.716
H1 0.005 -4.399 -0.533
H2 -1.029 0.825 -2.190
H3 -2.267 -0.554 5.328
H4 4.810 1.228 0.470
H5 3.496 1.822 5.026
H6 -5.777 3.285 -0.909
H7 -4.676 -2.182 -0.108
H8 -4.902 -0.943 -5.404
H9 6.008 -2.655 1.897
H10 -3.567 1.222 4.069
H11 4.360 2.980 3.995
H12 2.436 -1.679 4.741
H13 -6.275 -3.022 -3.358
H14 6.420 1.375 4.546
H15 2.918 2.143 3.374
H16 -3.324 -1.220 -6.123
H17 -1.236 -1.476 -5.019
H18 1.696 -1.070 6.210
H19 -1.000 4.920 1.528
H20 -3.454 -0.556 -4.486
H21 -0.224 3.026 -2.969
H22 7.270 -0.849 3.171
H23 -7.303 2.042 0.592
H24 5.919 3.742 -3.608
H25 -2.990 -4.323 3.516
H26 0.363 5.358 -2.499
H27 -4.364 -5.430 -5.464
H28 1.587 -5.100 -0.246
H29 1.406 3.038 5.095
H30 2.480 2.144 0.293
H31 -2.379 -4.463 -2.893
H32 -3.856 -4.908 0.253
H33 -5.229 -4.101 -2.440
H34 -0.068 6.338 -0.266
H35 -0.362 -5.500 3.672
H36 0.557 -6.471 2.544
H37 -1.484 -3.615 5.134
H38 -3.704 5.328 3.650
H39 -6.378 0.776 2.487
H40 0.512 1.875 3.072
H41 5.692 -1.578 0.525
H42 -4.559 -3.692 3.084
H43 -1.048 -5.920 2.122
H44 -4.480 -0.212 3.604
H45 3.580 3.565 -2.868
H46 -4.244 3.652 3.518
H47 3.090 -4.588 2.278
H48 -3.388 -2.654 3.869
H49 3.691 -1.401 -0.759
H50 1.981 -0.008 -4.010
H51 -3.466 4.430 2.143
H52 -2.219 0.883 -0.832
H53 3.396 -1.429 -2.497
H54 1.403 -3.356 -0.418
H55 -4.674 -1.192 1.331
H56 -2.167 -5.238 0.558
H57 2.741 -2.919 2.699
H58 1.843 -0.034 4.802
H59 4.415 -0.160 -1.805
H60 -2.857 0.066 2.934
H61 7.716 2.668 -2.315
H62 -5.255 -4.210 -6.365
H63 -0.565 -3.032 6.500
H64 2.295 -4.207 3.788
H65 -1.201 0.682 4.681
H66 -0.014 4.680 6.276
H67 -3.378 3.295 -0.481
H68 1.955 2.849 -1.242
H69 4.337 -2.322 1.399
H70 -2.619 -4.159 -0.744
H71 -5.070 -2.354 -2.264
H72 -0.217 -0.421 -4.019
H73 -0.907 0.017 6.269
H74 -3.528 -4.404 -6.625
H75 -2.232 5.231 5.396
H76 1.164 1.518 -3.641
H77 -3.484 -0.913 0.078
H78 2.924 1.401 -3.534
H79 7.163 1.436 -0.238
H80 0.221 -3.992 5.268
H81 0.384 -2.022 -4.531
H82 -1.478 -4.038 -4.337

Cartesian forces, eV/Å:
Ru -1.0 1.7 -1.2
Se -0.2 0.0 0.0
Se 0.2 -0.5 -0.1
As 0.7 -0.2 0.4
Ge 0.2 -0.1 0.1
P 0.0 -0.2 0.1
Si 0.6 0.7 -0.9
Si -0.2 0.6 0.1
Si -0.6 0.6 -0.4
Si -0.3 -1.4 2.0
N 0.1 -0.6 -0.5
N -0.4 0.7 0.3
C -0.1 -0.5 -0.6
C 0.0 0.4 0.4
C 0.1 0.0 -0.1
C 0.1 -0.4 -0.1
C 0.3 0.1 -0.6
C -0.4 0.4 0.3
C 0.1 -0.3 0.6
C -0.2 -0.1 0.1
C 0.0 0.0 0.0
C 0.0 -0.5 0.2
C 0.4 -0.3 0.2
C 0.3 0.4 0.4
C -0.1 -1.6 0.5
C 0.3 -0.5 -0.2
C 0.5 -0.3 0.0
C 0.0 0.1 0.0
C -0.1 0.1 0.0
C 0.1 0.1 0.0
C 0.0 0.1 0.2
C 0.2 -0.2 -0.3
C 0.3 0.0 -0.5
C -0.1 0.7 -0.3
C -0.1 0.1 -0.1
C 0.0 0.0 0.1
C 0.0 0.0 0.0
C 0.0 -0.1 0.0
C 0.0 -0.2 0.1
C 0.0 -0.1 0.0
C -0.3 -0.2 -0.5
C 0.2 0.0 0.0
C 0.2 0.1 -0.1
C 0.1 0.4 -0.5
C 0.5 1.6 0.7
C -0.7 0.1 0.0
C -0.1 0.0 0.1
C -0.1 0.1 -0.1
C 0.0 0.0 0.0
C -0.2 0.0 -0.1
C 0.4 -0.7 -0.5
C -0.4 -0.6 0.0
C -0.3 0.1 0.2
C 0.1 0.0 -0.1
C 0.0 -0.1 -0.1
C 0.4 0.5 0.3
C -0.4 0.4 -0.2
C -0.5 0.1 -0.2
C 0.0 0.0 -0.1
C 0.4 -0.5 0.0
C 0.0 0.2 0.1
H -0.2 0.0 -0.1
H 0.1 -0.1 0.3
H -0.3 -0.1 0.0
H 0.0 -0.1 0.0
H 0.0 0.0 -0.1
H 0.0 0.0 -0.1
H -0.1 -0.2 -0.1
H -0.1 0.0 0.0
H 0.0 0.0 0.1
H 0.1 0.0 0.1
H 0.0 -0.1 -0.1
H 0.2 -0.2 -0.1
H -0.1 0.0 -0.1
H 0.1 0.1 0.1
H 0.0 0.0 0.0
H 0.1 0.0 -0.1
H 0.0 0.1 -0.1
H -0.2 -0.1 0.2
H 0.1 0.0 0.0
H 0.1 0.0 0.1
H 0.1 0.0 -0.1
H 0.2 -0.1 0.0
H -0.1 0.0 0.0
H 0.0 0.1 -0.1
H 0.2 -0.2 0.1
H 0.0 0.1 -0.1
H 0.0 -0.1 0.1
H 0.1 -0.2 -0.1
H 0.1 -0.1 0.1
H 0.0 -0.2 -0.3
H 0.0 0.0 0.0
H -0.3 0.1 0.1
H 0.0 -0.1 0.0
H 0.1 0.1 0.0
H 0.0 0.1 0.2
H 0.3 0.0 -0.1
H -0.2 -0.1 -0.1
H -0.1 0.0 0.0
H -0.1 -0.1 0.1
H -0.1 0.2 0.3
H 0.0 0.0 0.0
H -0.3 -0.1 -0.1
H -0.2 -0.1 -0.1
H 0.0 -0.1 0.0
H -0.1 0.0 -0.1
H -0.1 0.0 -0.1
H 0.1 -0.2 -0.2
H 0.1 0.2 0.1
H -0.1 0.1 0.1
H -0.1 0.0 0.1
H -0.1 0.1 0.0
H 0.2 0.0 -0.2
H -0.1 0.0 0.0
H 0.0 0.1 0.0
H -0.1 0.0 0.2
H 0.2 -0.1 0.0
H 0.0 0.2 0.0
H 0.0 0.2 -0.1
H -0.1 0.0 0.0
H 0.1 -0.2 0.2
H 0.1 0.0 0.0
H -0.2 0.0 0.0
H 0.1 0.2 0.2
H -0.1 -0.1 0.3
H 0.0 0.1 -0.1
H 0.0 0.0 0.1
H 0.0 0.0 0.0
H 0.1 -0.1 0.0
H 0.1 0.0 0.0
H 0.0 0.1 -0.2
H 0.1 0.1 0.0
H 0.0 0.1 0.0
H 0.1 0.0 0.2
H 0.1 0.0 0.0
H -0.1 0.1 0.0
H -0.1 0.0 0.0
H 0.1 0.1 -0.1
H 0.0 0.0 0.1
H 0.1 0.0 0.0
H 0.2 -0.2 -0.1
H 0.0 0.1 0.0
H 0.0 -0.1 0.0